Computed, not measured: a single CH3NO3S molecule, with ωB97M-V/def2-TZVPD.

Geometry as ORCA input:
```
! RIJCOSX wB97M-V def2-TZVPD def2/J DEFGRID3
* xyz 0 1
S 0.74055 -1.63937 -0.16851
O -0.03681 2.55496 0.17466
H -0.97501 2.62080 0.23422
H 0.76540 0.71897 -0.58759
O 0.71124 -2.95345 0.50583
C -0.80890 0.41718 0.63867
H 0.18235 -2.04991 -1.37454
N 0.07433 1.21015 0.05897
O -0.65316 -0.87931 0.51829
*
```

Results
HOMO level: -9.10 eV
LUMO: 0.10 eV
HOMO-LUMO gap: 9.2 eV
Total energy: -718.37560 a.u.